(A)
Computed, not measured: a single C2H5N5 molecule, with ωB97M-V with the def2-TZVPD basis set.

The SMILES is NCc1nnn[nH]1. The HOMO-LUMO gap comes out at 10.1 eV. As for the HOMO energy: -9.604 eV. Its multiplicity is 1. As for the LUMO energy: 0.54 eV.

Cartesian coordinates (Å):
C: 0.01922 -0.55183 0.55900
C: 1.05362 0.44937 0.18975
N: -1.56470 -1.80933 1.17260
N: -0.54009 -1.08027 1.55254
N: -1.03362 -0.96853 -0.66215
N: -1.89878 -1.68819 -0.03504
N: 0.60385 1.63206 -0.41450
H: 1.65345 0.74529 1.09482
H: 1.65112 -0.20786 -0.42593
H: 0.46147 1.68361 -1.44207
H: -0.97727 -0.70734 -1.64381
H: 0.57172 2.50302 0.05479

Here are the Löwdin charges for atoms 1 to 2, given in e: -0.1926 -0.2753


(B)
Computed, not measured: a single C2H5N5 molecule, with ωB97M-V with the def2-TZVPD basis set.

The SMILES is [H]/N=c1/ncn(N)[nH]1. The HOMO-LUMO gap comes out at 9.4 eV. As for the HOMO energy: -8.757 eV. Its multiplicity is 1. As for the LUMO energy: 0.60 eV.

Cartesian coordinates (Å):
C: 0.89223 -0.22315 -1.05400
C: -0.06707 -1.45254 0.43864
H: -0.89465 2.26982 -0.70825
H: 0.64359 2.37614 0.09653
H: 1.57037 0.14147 -1.87545
H: -0.82573 -2.15864 1.99081
H: -1.42619 0.29746 1.03959
N: 0.03783 2.01591 -0.70106
N: -0.09525 0.56820 -0.57137
N: 0.87095 -1.34891 -0.53686
N: -0.26927 -2.40900 1.10787
N: -0.43682 -0.07676 0.77356

Here are the Löwdin charges for atoms 1 to 2, given in e: -0.2034 -0.6012


Tell me which of them is the most stable. Sure, it is (A).


(A)
Computed, not measured: a 2-piece molecular cluster, C5H11NO overall, with ωB97M-V with the def2-TZVPD basis set.

Its net charge is +1. The HOMO-LUMO gap (spin up / spin down) comes out at 7.1 / 6.8 eV. As for the HOMO energy (spin up / spin down): -15.002 / -14.665 eV. Its multiplicity is 2. As for the LUMO energy (spin up / spin down): -7.89 / -7.90 eV.

Cartesian coordinates (Å):
O: -2.83623 0.81051 -0.49601
C: -2.35622 1.55668 0.29568
C: -0.96395 1.41072 0.81492
C: -0.06735 0.33232 0.63076
C: -0.74030 -1.03010 0.33328
C: 1.00402 0.58629 -0.50637
N: 2.27528 -1.95148 -0.85519
H: -2.85055 2.42800 0.75436
H: -0.49817 2.22252 1.37464
H: 0.55573 0.27092 1.53741
H: -0.00546 -1.82420 0.32545
H: -1.23425 -0.96861 -0.63180
H: -1.56921 -1.18818 1.02292
H: 0.47948 0.73669 -1.45226
H: 1.54936 -0.39109 -0.64858
H: 1.67389 1.41662 -0.29912
H: 2.86424 -2.68276 -0.44603
H: 2.71969 -1.73487 -1.75406

Here are the Löwdin charges for atoms 1 to 2, given in e: 0.1840 -0.1624


(B)
Computed, not measured: a 2-piece molecular cluster, C5H11NO overall, with ωB97M-V with the def2-TZVPD basis set.

Its net charge is +1. The HOMO-LUMO gap (spin up / spin down) comes out at 9.4 / 7.7 eV. As for the HOMO energy (spin up / spin down): -14.102 / -14.648 eV. Its multiplicity is 2. As for the LUMO energy (spin up / spin down): -4.65 / -6.92 eV.

Cartesian coordinates (Å):
C: -1.20614 -1.61076 0.49917
N: 1.32441 -1.34490 -0.80562
C: 0.72842 -0.24117 -0.33700
C: -0.56159 -0.30656 0.25419
C: 1.47918 1.63238 1.05872
C: 1.64414 0.88215 -0.04470
H: -0.75724 -2.12770 1.34727
H: -2.12756 -1.41420 1.04733
H: -1.37646 -2.25157 -0.37876
H: 2.31512 -1.47247 -0.94216
H: 0.74753 -2.10288 -1.14601
H: -0.97729 0.51300 0.87457
H: 0.98546 1.19702 1.91400
H: 1.98082 2.52435 1.39046
H: 2.52327 0.90035 -0.67108
H: -2.58621 1.48174 -1.99639
H: -2.07131 1.65469 -0.60403
O: -2.06458 2.08652 -1.45994

Here are the Löwdin charges for atoms 1 to 2, given in e: -0.0590 0.2333


(C)
Computed, not measured: an isolated ion of composition C5H11NO and charge +1, with ωB97M-V with the def2-TZVPD basis set.

Its net charge is +1. The HOMO-LUMO gap (spin up / spin down) comes out at 12.7 / 7.1 eV. As for the HOMO energy (spin up / spin down): -15.936 / -15.690 eV. Its multiplicity is 2. As for the LUMO energy (spin up / spin down): -3.23 / -8.54 eV.

Cartesian coordinates (Å):
C: 1.54115 -1.42395 1.17994
C: 1.52277 -0.07089 0.43923
N: 0.25874 0.32400 0.07631
C: -1.02837 -0.36681 0.12878
C: -1.87847 -0.08134 -1.12453
C: 0.26845 1.74041 -0.38667
O: 2.56311 0.56471 0.20077
H: 2.58444 -1.72394 0.95555
H: 0.87708 -2.25352 0.79181
H: 1.41018 -1.02869 2.26646
H: -1.51328 -0.18379 1.08665
H: -0.82840 -1.40705 0.06205
H: -2.58471 0.77486 -0.93570
H: -2.70931 -0.86733 -1.02072
H: -1.26525 -0.14622 -1.98812
H: 1.12513 2.24896 0.03087
H: 0.38380 1.61441 -1.43520
H: -0.72707 2.28617 -0.32747

Here are the Löwdin charges for atoms 1 to 2, given in e: 0.0300 -0.4089


(D)
Computed, not measured: a 2-piece molecular cluster, C5H11NO overall, with ωB97M-V with the def2-TZVPD basis set.

Its net charge is +1. The HOMO-LUMO gap (spin up / spin down) comes out at 10.1 / 5.9 eV. As for the HOMO energy (spin up / spin down): -14.344 / -14.306 eV. Its multiplicity is 2. As for the LUMO energy (spin up / spin down): -4.27 / -8.39 eV.

Cartesian coordinates (Å):
C: -0.84987 0.28359 -1.10777
C: 0.34322 -0.10047 -0.50822
N: 1.11203 -1.16499 -0.94018
C: -1.72792 1.31002 -0.55862
C: -1.12893 2.27086 0.45623
C: -1.09614 1.97113 1.74338
H: -1.20032 -0.27671 -1.96641
H: 0.60608 0.30404 0.47120
H: 2.04746 -0.82602 -1.17420
H: 1.23162 -1.80251 -0.14716
H: -2.66148 0.90347 -0.14964
H: -2.08537 1.87153 -1.44234
H: -0.45399 2.96480 -0.03255
H: -0.56711 2.60447 2.39383
H: -1.68361 1.12276 2.06952
H: 2.99412 -4.43232 -0.05700
H: 2.82223 -3.13990 0.65787
O: 2.29799 -3.86374 0.29205

Here are the Löwdin charges for atoms 1 to 2, given in e: 0.0803 -0.0426


Tell me which of them is the most stable. Sure, it is (B).


(A)
Computed, not measured: a 2-piece molecular cluster, C5H11NO overall, with ωB97M-V with the def2-TZVPD basis set.

Its net charge is +1. The HOMO-LUMO gap (spin up / spin down) comes out at 8.4 / 6.9 eV. As for the HOMO energy (spin up / spin down): -14.647 / -14.859 eV. Its multiplicity is 2. As for the LUMO energy (spin up / spin down): -6.27 / -7.96 eV.

Cartesian coordinates (Å):
C: -2.70360 0.71547 1.33077
C: -1.72782 0.85457 0.01292
C: -0.24920 0.77488 0.15933
C: 0.52689 0.46766 -0.96760
N: 1.81830 -0.16291 -0.80508
C: 2.69667 0.52455 -0.05623
H: -1.96713 0.60493 2.20072
H: -3.19310 1.72041 1.60128
H: -3.33820 -0.21956 1.23642
H: -2.20906 0.31263 -0.71747
H: -2.01000 1.94738 -0.14063
H: 0.14072 0.65795 1.15364
H: 0.25825 0.49703 -2.02468
H: 3.55372 0.72607 -0.68157
H: 2.49359 0.99220 0.94596
H: -0.24120 -3.05463 -0.66520
H: 0.36699 -1.77147 -0.39348
O: 0.26997 -2.66192 0.03068

Here are the Löwdin charges for atoms 1 to 2, given in e: -0.0581 -0.1899


(B)
Computed, not measured: an isolated ion of composition C5H11NO and charge +1, with ωB97M-V with the def2-TZVPD basis set.

Its net charge is +1. The HOMO-LUMO gap (spin up / spin down) comes out at 11.3 / 6.4 eV. As for the HOMO energy (spin up / spin down): -15.286 / -15.274 eV. Its multiplicity is 2. As for the LUMO energy (spin up / spin down): -4.02 / -8.87 eV.

Cartesian coordinates (Å):
C: 0.75335 1.72901 -0.97147
C: 0.47588 0.47083 -1.80529
C: -0.04974 -0.76475 -1.00066
C: 0.24809 -0.77400 0.51013
C: -0.96359 -0.64841 1.41633
N: -0.89393 -0.74850 2.71750
O: -2.06266 -0.38676 0.86264
H: 1.37300 1.59497 -0.07481
H: -0.18893 2.18465 -0.68131
H: 1.34265 2.42711 -1.56026
H: -0.33826 0.74574 -2.45752
H: 1.31712 0.17753 -2.41852
H: -1.10802 -0.84632 -1.22277
H: 0.40159 -1.66280 -1.40774
H: 0.64821 -1.75617 0.77064
H: 0.87339 0.05966 0.85496
H: -1.75079 -0.71527 3.26097
H: -0.07737 -1.08651 3.20715

Here are the Löwdin charges for atoms 1 to 2, given in e: -0.0984 -0.2081


(C)
Computed, not measured: an isolated ion of composition C5H11NO and charge +1, with ωB97M-V with the def2-TZVPD basis set.

Its net charge is +1. The HOMO-LUMO gap (spin up / spin down) comes out at 11.1 / 6.6 eV. As for the HOMO energy (spin up / spin down): -15.954 / -15.845 eV. Its multiplicity is 2. As for the LUMO energy (spin up / spin down): -4.81 / -9.29 eV.

Cartesian coordinates (Å):
O: 0.92600 2.74474 -0.67130
C: 1.15999 1.59431 -0.64495
C: -0.03158 0.58724 -0.86299
C: 0.18110 -0.69323 0.00155
C: -1.16561 -1.43795 0.11711
C: 0.92604 -0.49983 1.34667
N: -1.37004 1.10744 -0.84841
H: 2.16540 1.11398 -0.53783
H: 0.24109 0.26658 -1.88678
H: 0.89152 -1.34661 -0.53460
H: -1.90307 -0.92285 0.72798
H: -1.04157 -2.42032 0.57765
H: -1.49278 -1.69157 -0.91102
H: 0.55904 0.35415 1.91420
H: 0.80541 -1.43318 1.89049
H: 1.99245 -0.52770 1.15416
H: -1.22404 2.11539 -0.97779
H: -1.61936 1.08943 0.14588

Here are the Löwdin charges for atoms 1 to 2, given in e: 0.2486 -0.0713


Tell me which of them is the most stable. Sure, it is (B).


(A)
Computed, not measured: C33H42BNO6SnTe as an isolated structure, with ωB97M-V with the def2-TZVPD basis set.

Its net charge is -1. The HOMO-LUMO gap (spin up / spin down) comes out at 6.5 / 6.3 eV. As for the HOMO energy (spin up / spin down): -4.030 / -4.291 eV. Its multiplicity is 2. As for the LUMO energy (spin up / spin down): 2.42 / 2.02 eV.

Cartesian coordinates (Å):
Sn: -0.40920 0.88882 2.06778
O: -4.02987 -3.79659 1.74117
C: -4.37868 -2.52758 2.00048
C: -5.66884 -2.27825 2.47366
C: -6.06739 -0.98700 2.75822
C: -5.19383 0.08162 2.58016
C: -3.91868 -0.16396 2.10537
C: -3.48832 -1.45508 1.80496
C: -2.10952 -1.71653 1.27748
O: -1.75418 -2.89050 1.07931
O: -1.36087 -0.71288 1.01232
H: -3.08021 -3.73930 1.42843
H: -6.33547 -3.12016 2.60777
H: -7.07186 -0.80895 3.12360
H: -5.50461 1.09285 2.80535
H: -3.23412 0.66144 1.96306
C: 3.33287 -0.39885 -1.36257
C: 3.56705 0.43170 -0.10562
C: 4.93517 0.12994 0.47914
O: 2.55720 0.05090 0.85184
B: 1.49740 0.93835 0.73836
O: 1.84314 1.99959 -0.08050
C: 3.26556 1.93816 -0.31719
C: 3.56656 2.45842 -1.70929
C: 3.92505 2.83165 0.72911
H: 3.36177 -1.45499 -1.09286
H: 4.09530 -0.20736 -2.11992
H: 2.35161 -0.18307 -1.78831
H: 5.05444 -0.94843 0.58551
H: 5.05181 0.58476 1.46073
H: 5.72664 0.49937 -0.17773
H: 2.99218 1.92294 -2.45995
H: 4.63198 2.36097 -1.93347
H: 3.29291 3.51345 -1.76852
H: 3.71264 2.47058 1.73664
H: 3.51141 3.83571 0.63414
H: 5.00663 2.88344 0.59337
C: -0.55292 4.07992 2.05978
C: -1.52826 3.56093 1.00018
O: -2.30294 4.38279 0.48006
N: -1.44950 2.26329 0.72561
Te: -2.78380 1.54756 -0.95280
C: -4.25082 2.04021 -2.54914
C: -5.08109 3.15522 -2.45117
C: -4.97957 4.18075 -1.35098
C: -6.06213 3.35987 -3.42634
C: -6.23848 2.48850 -4.48410
C: -7.30258 2.72023 -5.52287
C: -5.40871 1.37366 -4.55666
C: -4.42700 1.13027 -3.60573
C: -3.59024 -0.11512 -3.73816
C: -1.15712 1.70698 -2.31884
C: -0.37196 0.58254 -2.59014
C: -0.56888 -0.77050 -1.96230
C: 0.67257 0.69877 -3.50993
C: 0.96191 1.88928 -4.14854
C: 2.10430 1.99803 -5.12111
C: 0.17090 2.99347 -3.85850
C: -0.88784 2.92715 -2.96228
C: -1.70974 4.16531 -2.74164
H: -0.53471 5.16688 2.01624
H: 0.45594 3.69267 1.89517
H: -0.88249 3.76731 3.05347
H: -4.19448 3.96865 -0.62723
H: -5.93264 4.26375 -0.82393
H: -4.75925 5.16338 -1.77636
H: -6.70154 4.23410 -3.34356
H: -7.82130 3.66296 -5.34944
H: -8.04551 1.91992 -5.50938
H: -6.87367 2.74931 -6.52637
H: -5.53567 0.66821 -5.37252
H: -3.94251 -0.72490 -4.57035
H: -3.63552 -0.71922 -2.82948
H: -2.54056 0.12667 -3.91198
H: -1.56664 -0.91016 -1.55753
H: 0.11754 -0.91418 -1.12506
H: -0.37608 -1.55499 -2.69648
H: 1.27030 -0.18205 -3.72720
H: 2.60857 1.03905 -5.24390
H: 2.84332 2.72480 -4.77601
H: 1.75654 2.32610 -6.10266
H: 0.37883 3.94005 -4.34784
H: -1.17338 5.04049 -3.11039
H: -1.94023 4.31826 -1.68667
H: -2.65516 4.09545 -3.28444

Here are the Löwdin charges for atoms 1 to 2, given in e: 1.1005 0.0491


(B)
Computed, not measured: C33H42BNO6SnTe as an isolated structure, with ωB97M-V with the def2-TZVPD basis set.

Its net charge is -1. The HOMO-LUMO gap (spin up / spin down) comes out at 6.4 / 6.3 eV. As for the HOMO energy (spin up / spin down): -3.990 / -4.241 eV. Its multiplicity is 2. As for the LUMO energy (spin up / spin down): 2.43 / 2.05 eV.

Cartesian coordinates (Å):
Sn: 0.86478 -0.57283 3.19176
O: -2.81981 -5.21642 2.60093
C: -3.17041 -3.95938 2.92004
C: -4.48715 -3.71848 3.32074
C: -4.88411 -2.44348 3.67133
C: -3.98293 -1.38393 3.63547
C: -2.68464 -1.62104 3.22558
C: -2.25742 -2.89332 2.85211
C: -0.86002 -3.14649 2.37845
O: -0.48941 -4.31512 2.20149
O: -0.10706 -2.13439 2.13614
H: -1.84926 -5.15954 2.37564
H: -5.17232 -4.55526 3.34804
H: -5.90867 -2.27192 3.97872
H: -4.29245 -0.38628 3.91516
H: -1.98141 -0.80039 3.18733
C: 5.27128 -1.99215 0.50346
C: 5.02960 -0.82848 1.45860
C: 6.25924 -0.59759 2.32212
O: 3.94106 -1.21351 2.32006
B: 2.77331 -0.59299 1.89067
O: 3.05670 0.29476 0.86998
C: 4.48195 0.45083 0.76023
C: 4.83754 0.57828 -0.71260
C: 4.83354 1.74255 1.48893
H: 5.46149 -2.88971 1.09227
H: 6.12909 -1.81359 -0.14746
H: 4.39372 -2.17787 -0.11596
H: 6.58917 -1.54475 2.74850
H: 6.04340 0.08506 3.14042
H: 7.08075 -0.18748 1.72990
H: 4.42014 -0.24195 -1.29173
H: 5.92065 0.59898 -0.85744
H: 4.42153 1.50713 -1.10056
H: 4.54481 1.69399 2.53946
H: 4.27779 2.55900 1.02860
H: 5.89990 1.96599 1.43203
C: 0.72027 2.62078 3.27921
C: -0.23683 2.11286 2.19451
O: -1.01332 2.94576 1.69972
N: -0.13015 0.82984 1.85875
Te: -1.59076 0.20889 0.23232
C: -3.09595 0.81063 -1.26770
C: -3.87047 1.95550 -1.10093
C: -3.65623 2.95653 -0.00032
C: -4.89714 2.21895 -2.01235
C: -5.17069 1.37824 -3.07298
C: -6.28174 1.67243 -4.04207
C: -4.39200 0.23437 -3.21627
C: -3.36548 -0.06826 -2.33206
C: -2.59042 -1.33780 -2.54990
C: -0.00459 0.33290 -1.17371
C: 0.76147 -0.80599 -1.42963
C: 0.55138 -2.14378 -0.78062
C: 1.79356 -0.72178 -2.36554
C: 2.07761 0.44763 -3.04280
C: 3.19210 0.51634 -4.04931
C: 1.29718 1.56485 -2.77138
C: 0.25464 1.53203 -1.85484
C: -0.55881 2.77765 -1.65146
H: 0.72418 3.70859 3.25769
H: 1.73866 2.25130 3.13915
H: 0.38218 2.28144 4.26046
H: -2.85903 2.68689 0.68827
H: -4.58124 3.09552 0.56385
H: -3.38656 3.92698 -0.42462
H: -5.49102 3.11810 -1.87857
H: -6.75113 2.63118 -3.82272
H: -7.05528 0.90292 -3.99985
H: -5.91277 1.70520 -5.06885
H: -4.59422 -0.44850 -4.03550
H: -2.99683 -1.88615 -3.40019
H: -2.63297 -1.98773 -1.67326
H: -1.53798 -1.13550 -2.74604
H: -0.40947 -2.24481 -0.28599
H: 1.30942 -2.32130 -0.01495
H: 0.63892 -2.93481 -1.52865
H: 2.38417 -1.61074 -2.56453
H: 3.68727 -0.44912 -4.15246
H: 3.94708 1.24880 -3.75542
H: 2.82234 0.81191 -5.03311
H: 1.49716 2.49432 -3.29541
H: -0.02673 3.63641 -2.06230
H: -0.75237 2.96089 -0.59439
H: -1.52173 2.70140 -2.16165

Here are the Löwdin charges for atoms 1 to 2, given in e: 1.1009 0.0499


Tell me which of them is the most stable. Sure, it is (A).